# 1
{
  "formula": "C23H23FeN4O5",
  "method": "ωB97M-V/def2-TZVPD",
  "symbols": ["O", "C", "Fe", "C", "O", "C", "O", "C", "C", "C", "C", "C", "C", "C", "H", "H", "H", "H", "H", "H", "H", "C", "C", "O", "N", "C", "C", "N", "C", "C", "N", "C", "C", "O", "C", "C", "N", "C", "C", "C", "H", "H", "H", "H", "H", "H", "H", "H", "H", "H", "H", "H", "H", "H", "H", "H"],
  "positions_angstrom": [[-3.77878, -1.72005, 1.25317], [-2.67370, -1.46516, 0.98598], [-1.06476, -0.86188, 1.22100], [-1.48682, 0.54383, 2.26329], [-1.65860, 1.24189, 3.17602], [-0.93776, -1.87099, 2.62511], [-0.97101, -2.36018, 3.67895], [2.65433, -0.10892, 1.08402], [2.58851, -1.56349, 0.74404], [1.54558, -2.39294, 0.49272], [0.17391, -2.17955, 0.10004], [-0.24465, -1.03601, -0.64844], [0.37396, 0.20906, -0.30267], [1.25760, 0.47429, 0.73628], [2.69242, -0.04906, 2.19374], [3.55034, -2.06020, 0.85027], [1.78959, -3.46763, 0.56976], [-0.39953, -3.11585, 0.08330], [-0.99673, -1.09207, -1.44583], [0.00924, 1.08359, -0.86973], [0.99123, 1.33007, 1.38120], [3.68416, 2.31880, -4.86612], [3.75071, 1.60553, -3.54383], [2.93763, 0.72992, -3.24071], [4.81994, 1.99614, -2.73256], [5.73292, 3.03557, -3.20523], [7.07518, 2.95772, -2.52584], [6.92062, 2.88977, -1.10282], [8.14638, 3.12067, -0.39633], [7.87430, 3.35480, 1.06367], [6.94138, 2.39113, 1.63620], [7.20459, 1.96214, 2.94799], [8.14003, 2.87839, 3.71974], [6.73929, 0.92286, 3.40507], [5.88377, 1.85795, 0.84855], [4.79451, 1.12636, 1.34392], [3.81489, 0.59946, 0.53280], [3.90538, 0.79655, -0.81371], [4.86857, 1.62423, -1.37498], [5.91304, 2.13906, -0.55424], [3.62174, 3.40780, -4.72971], [4.56190, 2.06503, -5.47675], [2.78947, 1.96327, -5.37869], [5.89159, 2.91087, -4.27848], [5.29662, 4.03435, -3.02506], [7.65691, 2.09818, -2.89545], [7.64370, 3.86764, -2.74203], [8.85412, 2.28532, -0.53214], [8.60966, 4.01416, -0.82851], [8.83401, 3.28343, 1.57747], [7.49080, 4.37647, 1.20956], [7.88542, 3.94148, 3.59932], [8.07189, 2.62513, 4.77830], [9.19616, 2.74299, 3.43171], [4.67890, 0.75075, 2.35621], [3.22075, 0.20529, -1.40125]],
  "homo_lumo_gap_ev": [5.51, 6.21],
  "charge": 1,
  "lumo_ha": [-0.1068, -0.1615],
  "multiplicity": 5,
  "homo_energy_ev": [-8.42, -10.60],
  "fmax_ha_per_bohr": 0.1569
}

---

# 2
{
  "formula": "C23H23N2O10TeY",
  "method": "ωB97M-V/def2-TZVPD",
  "symbols": ["Y", "C", "O", "C", "C", "O", "C", "C", "O", "C", "H", "H", "H", "H", "H", "H", "H", "H", "H", "H", "H", "H", "H", "H", "O", "C", "C", "C", "N", "C", "C", "C", "O", "O", "C", "O", "O", "H", "H", "H", "O", "C", "O", "C", "C", "C", "C", "C", "C", "C", "C", "C", "N", "H", "H", "H", "H", "H", "H", "Te"],
  "positions_angstrom": [[0.19733, -0.15884, 0.19141], [0.60747, 1.33130, -3.18560], [1.35523, 0.57642, -2.24557], [2.66829, 1.05790, -2.04758], [2.71009, 2.03270, -0.89243], [2.30415, 1.31079, 0.26821], [3.11786, 1.35230, 1.42208], [3.23104, -0.05647, 1.94150], [1.92927, -0.51231, 2.25311], [1.96606, -1.86531, 2.70216], [1.08720, 1.27157, -4.17085], [0.50257, 2.37380, -2.87716], [-0.38560, 0.89099, -3.23066], [3.04529, 1.53036, -2.96350], [3.28068, 0.18536, -1.80954], [2.02262, 2.86976, -1.02845], [3.72657, 2.41483, -0.75296], [2.65654, 2.01555, 2.16154], [4.11509, 1.72992, 1.17532], [3.85720, -0.07778, 2.84465], [3.66520, -0.70561, 1.17251], [2.63243, -1.94078, 3.56955], [2.32087, -2.51102, 1.89471], [0.95678, -2.15273, 2.97598], [-2.09074, 2.93998, 5.36253], [-1.62317, 2.33430, 4.21339], [-0.94663, 3.03072, 3.25651], [-0.55745, 2.34871, 2.06531], [-0.80449, 0.99875, 1.95869], [-1.39855, 0.33625, 2.94218], [-1.88426, 0.94689, 4.08007], [-1.45361, -1.17379, 2.70375], [-1.97977, -1.90307, 3.53450], [-0.86307, -1.54893, 1.61943], [0.00330, 2.99209, 0.92168], [0.59991, 4.07392, 0.91438], [-0.18267, 2.27686, -0.26146], [-1.87469, 3.87581, 5.29291], [-0.76255, 4.09585, 3.34227], [-2.38312, 0.37784, 4.84889], [2.54379, -3.12540, -1.83743], [1.66281, -2.37094, -1.41581], [1.84270, -1.54076, -0.42631], [0.29313, -2.38092, -2.01314], [0.00147, -3.27531, -3.03113], [-1.26837, -3.36147, -3.56263], [-2.30775, -2.55872, -2.98682], [-3.64416, -2.63245, -3.39604], [-4.63176, -1.85835, -2.80583], [-4.28602, -0.98726, -1.77699], [-2.97236, -0.89542, -1.35215], [-1.95345, -1.65946, -1.94017], [-0.65485, -1.50506, -1.51054], [0.81443, -3.90243, -3.37279], [-1.50821, -4.05832, -4.35779], [-3.89582, -3.32090, -4.19788], [-5.65923, -1.93035, -3.14434], [-5.03632, -0.36501, -1.30455], [-2.72743, -0.19156, -0.56264], [-1.98134, 2.95524, -1.16848]],
  "homo_lumo_gap_ev": [4.14, 4.18],
  "charge": -2,
  "lumo_ha": [0.1591, 0.1593],
  "homo_energy_ev": [0.19, 0.15],
  "fmax_ha_per_bohr": 0.0123,
  "de_lowest_kj_mol": 125.4
}

---

# 3
{
  "formula": "C23H23N3O7S",
  "method": "ωB97M-V/def2-TZVPD",
  "symbols": ["O", "C", "C", "N", "C", "C", "C", "C", "C", "C", "C", "O", "C", "O", "C", "O", "C", "N", "S", "O", "O", "C", "C", "C", "C", "C", "C", "N", "C", "C", "C", "C", "C", "O", "H", "H", "H", "H", "H", "H", "H", "H", "H", "H", "H", "H", "H", "H", "H", "H", "H", "H", "H", "H", "H", "H", "H"],
  "positions_angstrom": [[-1.24983, -0.13506, 2.97426], [-0.65977, 0.09569, 1.93795], [-0.54807, -0.96533, 0.83656], [0.68261, -0.88982, 0.07627], [1.85242, -1.34292, 0.80345], [1.79476, -2.83599, 1.03548], [1.80991, -3.70006, -0.04921], [1.73628, -5.08152, 0.10781], [1.64981, -5.55945, 1.39260], [1.63121, -4.69605, 2.49046], [1.69699, -3.33303, 2.33815], [1.53951, -5.42756, 3.64084], [1.48685, -6.77983, 3.23873], [1.56949, -6.85204, 1.83035], [0.61544, -0.45836, -1.19747], [-0.45025, -0.19683, -1.73114], [1.90547, -0.25471, -1.98896], [1.61233, 0.80140, -2.93242], [0.96309, 2.19173, -2.23033], [1.61237, 3.29373, -2.88066], [1.11120, 2.08598, -0.79640], [-0.75853, 2.22689, -2.67980], [-1.72129, 2.41478, -1.71087], [-3.05154, 2.48332, -2.08912], [-3.39616, 2.36486, -3.42564], [-2.41604, 2.18056, -4.38880], [-1.08420, 2.11479, -4.01565], [-0.05694, 1.26157, 1.65654], [-0.18884, 2.41879, 2.52322], [-1.03431, 3.46775, 1.87955], [-2.38413, 3.54352, 1.68650], [-2.61132, 4.73292, 0.95218], [-1.38452, 5.28587, 0.75211], [-0.42719, 4.52805, 1.30724], [-0.64612, -1.95116, 1.29933], [-1.37918, -0.81526, 0.14098], [1.87805, -0.82185, 1.76542], [2.75944, -1.09499, 0.25392], [1.87184, -3.29055, -1.04571], [1.74642, -5.74941, -0.73652], [1.66881, -2.67752, 3.19244], [0.53880, -7.22868, 3.57600], [2.32893, -7.33108, 3.68604], [2.73872, 0.02097, -1.33313], [2.15266, -1.16675, -2.53992], [2.38714, 1.04849, -3.52889], [-1.42632, 2.49348, -0.67791], [-3.81414, 2.62612, -1.33895], [-4.43421, 2.41431, -3.71956], [-2.69013, 2.08737, -5.42887], [-0.29796, 1.97390, -4.73937], [0.36227, 1.43344, 0.74634], [-0.65021, 2.06822, 3.45071], [0.80215, 2.83425, 2.72492], [-3.11499, 2.84122, 2.03167], [-3.55431, 5.12038, 0.62531], [-1.07445, 6.18143, 0.25196]],
  "homo_lumo_gap_ev": 8.77,
  "smiles": "O=C(CN(Cc1ccc2c(c1)OCO2)C(=O)CNS(=O)(=O)c1ccccc1)NCc1ccco1",
  "lumo_ha": 0.0151,
  "homo_energy_ev": -8.36,
  "fmax_ha_per_bohr": 0.0246,
  "de_lowest_kj_mol": 237.3
}

---

# 4
{
  "formula": "C23H23N4O4SW",
  "method": "ωB97M-V/def2-TZVPD",
  "symbols": ["W", "N", "C", "O", "C", "C", "H", "H", "H", "H", "H", "H", "S", "C", "C", "C", "C", "C", "C", "N", "C", "C", "C", "C", "C", "C", "C", "H", "H", "H", "H", "H", "H", "H", "H", "N", "C", "C", "O", "O", "H", "H", "H", "H", "O", "N", "C", "C", "C", "C", "C", "H", "H", "H", "H", "H"],
  "positions_angstrom": [[9.40390, 9.35220, 9.41206], [5.87444, 10.03769, 7.00297], [6.86756, 9.49834, 7.75176], [7.71359, 10.26537, 8.22472], [6.92854, 8.02619, 8.01047], [7.79549, 7.76594, 9.25530], [5.68351, 11.03174, 6.81424], [5.14516, 9.43786, 6.66985], [7.57910, 7.75748, 7.13078], [5.94408, 7.66627, 7.78956], [8.22603, 6.73487, 9.15477], [7.17044, 7.82886, 10.16275], [6.77066, 10.68484, 13.11565], [7.04608, 9.01343, 13.39917], [6.74755, 8.24876, 14.48669], [7.16396, 6.93240, 14.53818], [7.91652, 6.36360, 13.55088], [8.32583, 7.15295, 12.44735], [7.91429, 8.48058, 12.39302], [8.34371, 9.52196, 11.47259], [7.88303, 10.69251, 11.80194], [8.25183, 11.84101, 10.98269], [7.96730, 13.12596, 11.34259], [8.44350, 14.13901, 10.56322], [9.26150, 13.87468, 9.48403], [9.59211, 12.56273, 9.13370], [9.06357, 11.48835, 9.88080], [6.10719, 8.61276, 15.27187], [7.01213, 6.34881, 15.45997], [8.31509, 5.35764, 13.61732], [9.14011, 6.86775, 11.72162], [7.47890, 13.51555, 12.18562], [8.13702, 15.17619, 10.73926], [9.65895, 14.68942, 8.93947], [10.02868, 12.36959, 8.16674], [11.53594, 10.27378, 9.71434], [12.24627, 9.64327, 10.78208], [11.69359, 8.22216, 10.96620], [12.16538, 7.38524, 11.72889], [10.67023, 7.97316, 10.22365], [11.91805, 9.91774, 8.83742], [11.50091, 11.24532, 9.65315], [11.98557, 10.23704, 11.65373], [13.37825, 9.48068, 10.61129], [10.05534, 9.31256, 7.44378], [11.14310, 8.58178, 7.14720], [11.76705, 9.11596, 5.89938], [12.46016, 8.34204, 5.07223], [12.32831, 6.90747, 5.26418], [11.51424, 6.39620, 6.23300], [10.91323, 7.19982, 7.18322], [11.93823, 10.14045, 5.89025], [13.16487, 8.73373, 4.34204], [12.85572, 6.20325, 4.61600], [11.36394, 5.30188, 6.39864], [10.44438, 6.78039, 8.03832]],
  "homo_lumo_gap_ev": [5.71, 8.04],
  "lumo_ha": [0.0005, -0.0069],
  "multiplicity": 4,
  "homo_energy_ev": [-5.70, -8.23],
  "fmax_ha_per_bohr": 0.0669,
  "de_lowest_kj_mol": 157.2
}